Entry 1:
# C4H6N2

The molecule C4H6N2 (ωB97M-V/def2-TZVPD, the Open Molecules 2025 dataset).

Element x y z (Å)
1 N 1.11743 1.52802 1.30359
2 C -0.48143 -0.74520 -0.78549
3 N 0.15229 -1.08178 -1.93093
4 C 0.26739 0.48432 1.44287
5 C -1.55933 -0.72323 -0.04109
6 C -0.45723 0.26502 0.27814
7 H 1.93262 1.56109 1.91019
8 H -0.41014 -1.45714 -2.68025
9 H 0.89028 -0.46505 -2.23293
10 H 0.08565 0.05717 2.42472
11 H -2.57702 -0.99756 0.12919
12 H 1.03950 1.57434 0.18198

Output
structure (SMILES) = N/C=C1C=C\1N
orbital gap (alpha / beta) = 7.16 / 7.16 eV
highest occupied orbital energy (alpha / beta) = -6.17 / -6.17 eV

---

Entry 2:
# C38H52N9O2PRbS

C38H52N9O2PRbS as an isolated structure (ωB97M-V/def2-TZVPD, the Open Molecules 2025 dataset).

Element x y z (Å)
1 Rb -1.25708 -0.79027 0.38216
2 N -3.41653 -4.39794 0.44117
3 C -3.05328 -3.83471 1.66620
4 C -4.01634 -3.84176 2.68156
5 C -3.67209 -3.34588 3.92088
6 C -2.38945 -2.84991 4.11840
7 C -1.51740 -2.88517 3.04896
8 N -1.82260 -3.36909 1.84231
9 C -2.89858 -4.22148 -0.82560
10 C -3.35558 -5.07438 -1.84675
11 C -2.87886 -4.89074 -3.12167
12 C -1.94852 -3.88004 -3.36668
13 C -1.56084 -3.10310 -2.29687
14 N -2.02181 -3.25367 -1.05243
15 H -4.23701 -4.97951 0.48155
16 H -5.01215 -4.21652 2.48810
17 H -4.40047 -3.33538 4.72049
18 H -2.07877 -2.42338 5.05865
19 H -0.51766 -2.48345 3.16255
20 H -4.06737 -5.85669 -1.62623
21 H -3.22213 -5.52991 -3.92369
22 H -1.55395 -3.69902 -4.35529
23 H -0.84306 -2.29869 -2.42794
24 N 0.44765 5.58448 6.13648
25 C 0.19624 4.55117 5.25969
26 C -0.41738 3.37424 5.70504
27 C -0.61739 2.31855 4.83906
28 C -0.21846 2.42717 3.51664
29 C 0.37853 3.58947 3.05776
30 C 0.58908 4.64523 3.92134
31 S -0.44782 1.09514 2.40357
32 O -0.96252 1.64264 1.15638
33 O -1.32711 0.10762 3.01441
34 N 0.96385 0.44081 1.99539
35 C 1.77288 -0.08697 2.93108
36 N 1.43355 -0.06574 4.23428
37 C 2.28197 -0.59783 5.09343
38 C 3.46561 -1.21046 4.70806
39 C 3.67147 -1.28575 3.34153
40 N 2.85233 -0.76136 2.44225
41 H -0.09968 5.60569 6.98016
42 H 0.60932 6.49301 5.73602
43 H -0.73342 3.29535 6.73762
44 H -1.08141 1.40352 5.17498
45 H 0.66535 3.67006 2.01860
46 H 1.05541 5.55313 3.56294
47 H 2.00181 -0.53589 6.14048
48 H 4.15956 -1.62791 5.42004
49 H 4.54919 -1.79688 2.95151
50 C 1.23630 0.81120 -5.03615
51 C -0.08437 1.21865 -4.38040
52 C -1.08896 0.08740 -4.62071
53 C -0.62880 2.48254 -5.04817
54 P 0.13684 1.31292 -2.50975
55 C -1.48126 2.00502 -2.01054
56 C -1.82703 3.35263 -1.94040
57 C -3.09732 3.74155 -1.54816
58 C -4.05984 2.79209 -1.24303
59 C -3.74470 1.44504 -1.33177
60 C -2.46523 1.06671 -1.70092
61 C 1.47636 2.56649 -2.08267
62 C 1.28330 2.96781 -0.61660
63 C 2.80671 1.79711 -2.14709
64 C 1.59890 3.82551 -2.94370
65 H 1.06199 0.59412 -6.09189
66 H 1.64783 -0.09261 -4.57867
67 H 1.98921 1.59504 -4.98451
68 H -1.20776 -0.06140 -5.69580
69 H -2.07016 0.31894 -4.20795
70 H -0.74519 -0.85280 -4.18571
71 H -0.81928 2.27849 -6.10424
72 H 0.06580 3.31661 -4.99688
73 H -1.57175 2.79266 -4.59791
74 H -1.10491 4.11490 -2.19179
75 H -3.33812 4.79436 -1.48658
76 H -5.05064 3.10131 -0.93948
77 H -4.49077 0.69230 -1.10235
78 H -2.21420 0.01137 -1.74629
79 H 1.19602 2.09561 0.03230
80 H 0.39888 3.58231 -0.46430
81 H 2.15811 3.54237 -0.30035
82 H 2.80729 0.98924 -1.41298
83 H 3.62334 2.47400 -1.89132
84 H 3.01451 1.38185 -3.13348
85 H 0.68034 4.40807 -2.96843
86 H 1.88380 3.60249 -3.97065
87 H 2.37913 4.46464 -2.52327
88 N 3.82238 -3.25873 -0.68095
89 C 3.14731 -3.16328 0.66112
90 C 1.65225 -2.98244 0.45066
91 N 1.34922 -1.85692 -0.40278
92 C 2.03338 -1.91301 -1.67068
93 C 3.54278 -2.04396 -1.52363
94 H 3.47841 -4.08789 -1.17299
95 H 4.82804 -3.38038 -0.55847
96 H 3.55692 -2.27680 1.15237
97 H 3.39555 -4.06683 1.21648
98 H 1.19074 -2.83793 1.42766
99 H 1.20553 -3.88608 0.01875
100 H 1.52272 -0.97991 0.08689
101 H 1.80077 -1.01224 -2.24238
102 H 1.64799 -2.76642 -2.24619
103 H 3.96882 -1.19573 -0.98506
104 H 4.05574 -2.17581 -2.47677

Output
orbital gap = 6.85 eV
total charge = +1
highest occupied orbital energy = -9.55 eV

---

Total energy values, unit eV, following the record order: -7220.2944; -78531.5494.
ΔE to the lowest compared entry with this formula, charge and spin values, unit eV, following the record order: 5.2966; 0.0000.